87
Properties=species:S:1:pos:R:3:mulliken_charge:R:1 method="wB97M-V/def2-TZVPD" spin_multiplicity=1 charge=+1 energy_ev=-53446.4646
C 3.4286 -3.9026 2.5082 -1.076
C 4.4752 -3.9694 1.3986 -0.616
C 4.1629 -2.9986 0.2362 0.764
C 5.3385 -2.1114 -0.2113 -0.820
C 5.5430 -2.0443 -1.7284 -1.135
C 4.3206 -1.5572 -2.5172 -0.117
C 4.0932 -0.0523 -2.3879 -0.612
C 2.7409 0.4361 -2.9249 -1.552
C 1.5228 -0.3099 -2.3531 -0.631
C 1.5411 -0.1988 -0.8447 -0.725
N 0.2889 -0.6729 -0.1146 1.986
C -0.0225 -2.0365 -0.6686 -1.393
C -0.8148 -2.9941 0.2318 -0.563
C -1.7130 -3.9111 -0.5901 -0.772
O -2.7668 -4.3484 0.2696 -0.320
C -3.8447 -4.8647 -0.4026 0.691
C -5.1579 -4.3200 0.0561 -0.987
O -3.7123 -5.6889 -1.2666 -0.520
C 0.6599 -0.7590 1.3532 -0.865
C -0.4490 -0.3984 2.3215 -0.862
O -1.0556 0.8469 2.0193 -0.442
C -0.6420 1.4257 0.7975 -0.485
C -1.4515 2.6947 0.5959 -1.116
C -1.0632 3.5065 -0.6537 -0.484
C -2.2512 3.8693 -1.5466 -0.694
S -3.4447 4.9274 -0.6989 -0.210
C -0.7802 0.3981 -0.3287 0.347
C -2.2158 -0.1247 -0.4620 -0.459
C -2.6814 -0.3214 -1.9096 -1.440
H 3.4551 -2.9379 3.0180 0.295
H 3.5897 -4.6860 3.2475 0.453
H 2.4326 -4.0676 2.0860 0.126
H 4.4869 -4.9919 1.0185 0.260
H 5.4656 -3.7586 1.7995 0.372
H 3.7881 -3.5850 -0.6054 0.440
H 3.3373 -2.3692 0.5824 -0.824
H 6.2499 -2.5189 0.2284 0.489
H 5.2404 -1.1052 0.2041 0.311
H 5.8036 -3.0486 -2.0705 0.406
H 6.3883 -1.3911 -1.9557 0.351
H 3.4578 -2.1456 -2.1978 -0.016
H 4.4740 -1.8018 -3.5712 0.384
H 4.2094 0.2739 -1.3507 0.233
H 4.8705 0.4426 -2.9723 0.521
H 2.6148 1.5046 -2.7372 0.382
H 2.7108 0.2977 -4.0076 0.514
H 1.5748 -1.3429 -2.6913 0.493
H 0.6162 0.1194 -2.7860 0.351
H 2.3625 -0.7867 -0.4398 -0.144
H 1.7089 0.8381 -0.5525 0.790
H 0.9472 -2.5003 -0.8523 0.775
H -0.5020 -1.9272 -1.6352 0.603
H -1.4476 -2.4935 0.9539 0.039
H -0.1138 -3.6001 0.8081 0.488
H -2.1451 -3.3555 -1.4269 0.263
H -1.1648 -4.7705 -0.9759 0.378
H -5.0724 -3.3490 0.5341 0.281
H -5.8135 -4.2649 -0.8091 0.345
H -5.5998 -5.0197 0.7659 0.301
H 1.0840 -1.7391 1.5582 0.227
H 1.4657 -0.0413 1.5023 0.764
H -1.2258 -1.1573 2.4029 0.394
H 0.0236 -0.3234 3.3041 0.451
H 0.4044 1.7560 0.8674 0.431
H -2.5215 2.4966 0.6317 0.419
H -1.2436 3.3008 1.4780 0.484
H -0.2953 3.0090 -1.2528 0.194
H -0.6283 4.4520 -0.3278 0.481
H -1.8984 4.4758 -2.3804 0.427
H -2.7334 2.9892 -1.9706 0.180
H -4.3728 4.0495 -0.3067 0.140
H -0.5468 0.9256 -1.2523 0.154
H -2.3860 -1.0275 0.1137 0.038
H -2.8739 0.6239 -0.0245 0.650
H -2.3027 -1.2290 -2.3745 0.323
H -2.4254 0.5481 -2.5163 0.279
H -3.7690 -0.3993 -1.9309 0.439
C -4.0760 8.1948 2.5544 -0.293
C -3.0815 7.0703 2.3308 -0.020
O -2.6152 6.8117 3.6572 -0.339
C -3.5609 7.2305 4.5370 0.612
O -3.5503 7.0001 5.6977 -0.505
O -4.5159 7.9405 3.8914 -0.328
H -4.9220 8.1735 1.8731 0.285
H -3.6078 9.1795 2.5185 0.258
H -3.5508 6.1665 1.9432 0.005
H -2.2489 7.3443 1.6881 0.299

---

40
Properties=species:S:1:pos:R:3:nbo_charge:R:1 method="wB97M-V/def2-TZVPD" spin_multiplicity=1 smiles="CCCOC(=O)c1ccc(NC(=O)c2ccccc2[N+](=O)[O-])cc1" energy_ev=-31104.6071
C 0.1491 6.2383 4.0269 -0.605
C 0.3928 4.8097 3.5607 -0.422
C -0.2250 4.5678 2.1855 -0.070
H -1.3025 4.7467 2.2045 0.187
H 0.2475 5.2198 1.4432 0.199
O -0.0780 3.2105 1.7740 -0.507
C 1.0925 2.8735 1.2156 0.784
O 1.9988 3.6502 1.0368 -0.601
C 1.1430 1.4415 0.8347 -0.187
C 2.2630 0.9767 0.1476 -0.128
C 2.3494 -0.3445 -0.2322 -0.245
C 1.3111 -1.2289 0.0621 0.157
C 0.2067 -0.7727 0.7818 -0.217
C 0.1212 0.5531 1.1560 -0.155
H -0.7358 0.9046 1.7077 0.232
H -0.5767 -1.4596 1.0625 0.216
N 1.4238 -2.5582 -0.3505 -0.607
C 0.4775 -3.3841 -0.8812 0.685
O 0.7484 -4.5089 -1.2333 -0.571
C -0.9354 -2.8763 -0.9546 -0.130
C -1.9199 -3.5895 -0.2802 -0.176
C -3.2440 -3.1879 -0.3298 -0.177
C -3.6097 -2.0664 -1.0595 -0.203
C -2.6489 -1.3575 -1.7546 -0.197
C -1.3224 -1.7683 -1.7108 0.105
N -0.3584 -1.0291 -2.4856 0.514
O 0.6650 -1.5971 -2.8026 -0.370
O -0.6362 0.1131 -2.7774 -0.365
H -2.9038 -0.4926 -2.3481 0.251
H -4.6413 -1.7537 -1.0967 0.226
H -3.9936 -3.7541 0.2014 0.224
H -1.6305 -4.4617 0.2858 0.236
H 2.3688 -2.8923 -0.5021 0.415
H 3.2091 -0.7013 -0.7790 0.220
H 3.0522 1.6744 -0.0864 0.241
H -0.0406 4.1031 4.2721 0.200
H 1.4654 4.6172 3.4993 0.217
H 0.5972 6.3961 5.0043 0.216
H -0.9170 6.4422 4.0991 0.200
H 0.5887 6.9461 3.3285 0.206

---

12
Properties=species:S:1:pos:R:3:nbo_charge:R:1 method="wB97M-V/def2-TZVPD" spin_multiplicity=1 smiles=CC#C[C@H]1CO1 energy_ev=-7326.5988
C -2.5505 -0.2127 0.1343 -0.688
C -1.1813 0.2486 -0.0858 0.048
C -0.0293 0.5420 -0.2846 -0.079
C 1.4058 0.6132 -0.4871 -0.015
C 2.2457 -0.2490 0.3562 -0.089
O 1.9932 -0.5873 -0.9914 -0.469
H -3.0908 -0.2923 -0.8157 0.238
H -2.5222 -1.2079 0.5936 0.238
H -3.1065 0.4547 0.8011 0.237
H 1.8231 1.5282 -0.9098 0.209
H 1.7427 -0.8684 1.0983 0.187
H 3.2701 0.0309 0.5909 0.183

---

11
Properties=species:S:1:pos:R:3:nbo_charge:R:1 method="wB97M-V/def2-TZVPD" spin_multiplicity=1 smiles="COC(=O)SN" energy_ev=-18573.3052
C -0.0942 -0.1963 0.0565 0.791
C -2.2954 0.5934 0.0368 -0.266
N 2.8689 -0.6599 -0.0141 -0.979
O -0.1277 -1.3938 0.1015 -0.560
O -0.9236 0.7950 -0.0917 -0.505
S 1.9149 0.7619 0.0416 0.163
H -2.7937 0.4726 -1.0818 0.176
H -2.7294 1.6129 0.2270 0.217
H -2.4892 -0.2553 0.5580 0.202
H 3.4764 -0.7898 -0.7590 0.379
H 3.1928 -0.9409 0.9252 0.382

---

7
Properties=species:S:1:pos:R:3:nbo_charge:R:1 method="wB97M-V/def2-TZVPD" spin_multiplicity=1 energy_ev=-8034.8618
N -2.8623 0.2544 0.2173 -0.117
N -1.9356 -0.3209 -0.0716 0.443
N 1.4170 0.1924 0.1316 -0.399
N 0.3989 0.5614 -0.4008 -0.225
O -1.0675 -0.9324 -0.4730 -0.293
H 2.0144 0.6084 1.0028 0.280
H 2.0352 -0.3633 -0.4063 0.311

---

48
Properties=species:S:1:pos:R:3:nbo_charge:R:1 method="wB97M-V/def2-TZVPD" spin_multiplicity=1 smiles="C#CCOC(=O)CNC(=O)[C@H](CCCOC)NC(=O)c1cnc(C)cn1" energy_ev=-34182.9834
C -5.3724 -2.6045 -2.7316 -0.183
C -5.3861 -1.4935 -3.1747 -0.059
C -5.4046 -0.1384 -3.7169 -0.151
O -4.9674 0.8285 -2.7461 -0.493
C -3.6383 0.9248 -2.5845 0.788
O -2.8302 0.3109 -3.2246 -0.589
C -3.3070 1.9505 -1.5182 -0.337
N -1.8959 2.0061 -1.2565 -0.603
C -1.3545 1.2453 -0.2639 0.692
O -2.0205 0.7184 0.6058 -0.624
C 0.1529 1.0646 -0.3428 -0.132
C 0.4447 -0.1327 -1.2595 -0.402
C 1.9339 -0.3595 -1.4793 -0.417
C 2.2000 -1.5301 -2.4010 -0.053
O 1.7094 -2.7091 -1.7970 -0.544
C 1.8942 -3.8399 -2.6133 -0.244
N 0.6538 0.8778 0.9967 -0.603
C 1.8275 1.3932 1.4042 0.651
O 2.5738 2.0570 0.7002 -0.634
C 2.1479 1.1405 2.8520 0.038
C 3.0810 1.9402 3.4990 0.053
N 3.3663 1.7797 4.7847 -0.391
C 2.7198 0.8126 5.4359 0.184
C 3.0423 0.6172 6.8854 -0.642
C 1.7739 0.0263 4.7804 -0.008
N 1.4780 0.1941 3.4998 -0.373
H -5.3537 -3.5898 -2.3327 0.238
H -4.7720 -0.0781 -4.6017 0.230
H -6.4194 0.1576 -3.9712 0.224
H -3.6869 2.9204 -1.8427 0.230
H -3.8220 1.6818 -0.5976 0.268
H -1.2910 2.2687 -2.0171 0.402
H 0.6292 1.9625 -0.7443 0.228
H -0.0071 -1.0240 -0.8187 0.227
H -0.0549 0.0301 -2.2205 0.213
H 2.3929 0.5370 -1.9043 0.213
H 2.4316 -0.5434 -0.5250 0.215
H 1.7037 -1.3761 -3.3711 0.157
H 3.2770 -1.6291 -2.5926 0.167
H 1.4964 -4.7005 -2.0797 0.193
H 1.3634 -3.7334 -3.5670 0.164
H 2.9571 -4.0097 -2.8242 0.163
H 0.0941 0.3479 1.6500 0.443
H 3.5993 2.7162 2.9511 0.222
H 2.4688 -0.2022 7.3154 0.215
H 4.1050 0.4069 7.0053 0.234
H 2.8265 1.5296 7.4415 0.234
H 1.2395 -0.7522 5.3127 0.198

---

14
Properties=species:S:1:pos:R:3:nbo_charge:R:1 method="wB97M-V/def2-TZVPD" spin_multiplicity=1 energy_ev=-10850.1464
C 2.3213 0.1873 0.7173 -0.658
C 1.5324 0.2719 -0.3078 0.692
C -1.8156 0.3460 -0.0770 0.212
N -0.3817 -1.4607 -0.1420 -0.608
O 1.1583 0.5617 -1.4458 -0.621
O -1.1760 0.6677 1.1573 -0.735
O -1.0457 -0.4170 -0.9227 -0.454
H 2.8822 1.1019 0.9784 0.260
H 2.0133 -0.3467 1.5816 0.272
H -2.7333 -0.3596 0.1737 0.140
H -2.1494 1.2884 -0.4755 0.177
H 0.0517 -1.9204 -0.8315 0.306
H 0.0639 0.2681 -1.6019 0.525
H -0.7214 -0.1886 1.1958 0.493

---

12
Properties=species:S:1:pos:R:3:nbo_charge:R:1 method="wB97M-V/def2-TZVPD" spin_multiplicity=1 energy_ev=-12291.4808
C -0.9009 -0.5433 -0.1252 -0.070
C 0.3272 -1.0263 -0.3525 -0.052
C -0.6330 0.9677 -0.0006 0.728
H -2.9778 -0.9724 0.3907 0.386
H -2.0026 -2.0757 -0.8707 0.376
H 1.0528 -2.0252 -0.1869 0.272
H 3.3409 -0.4544 0.2290 0.493
N -1.9548 -1.5369 0.2861 -0.791
N 1.2478 0.0058 -0.4409 0.112
O 2.2552 -0.4634 0.5660 -0.621
O 0.7375 1.1438 -0.2210 -0.308
O -1.3957 1.8016 0.2039 -0.525

---

22
Properties=species:S:1:pos:R:3:nbo_charge:R:1 method="wB97M-V/def2-TZVPD" spin_multiplicity=1 charge=+1 energy_ev=-30461.9536
C -3.6061 -0.4955 -0.0371 -0.132
C -2.6858 -1.4212 0.5907 -0.212
C -3.0830 0.6055 -0.7596 -0.226
C -1.3480 -1.2148 0.4696 -0.145
C -1.7093 0.8196 -0.7687 -0.160
C -0.8133 -0.0440 -0.1425 -0.175
C 0.6248 0.1295 -0.0650 0.551
N 1.4385 -0.9333 -0.3815 -0.931
N 3.5195 -2.3515 0.0639 -1.125
N 1.1724 1.3092 0.2928 -0.811
P 3.0786 -0.9830 -0.6493 1.331
P 2.8834 1.7340 0.3113 0.579
H -4.7045 -0.5690 0.1842 0.235
H -3.2221 -2.2891 0.9728 0.240
H -3.8671 1.2097 -1.1658 0.239
H -0.6262 -1.8290 0.8524 0.219
H -1.4408 1.8009 -1.3293 0.229
H 2.9064 -2.8008 0.7032 0.442
H 4.5286 -2.5427 -0.0682 0.445
H 0.5277 2.1685 0.4090 0.446
H 2.5127 2.9586 0.7885 -0.007
H 2.9401 2.1379 -0.9461 -0.031

---

49
Properties=species:S:1:pos:R:3:nbo_charge:R:1 method="wB97M-V/def2-TZVPD" spin_multiplicity=1 smiles="CNC(=O)c1cc2ccc(CCNC(=O)Nc3ccc(F)c(C(F)(F)F)c3)cc2cn1" energy_ev=-42992.8199
O -5.3191 0.9197 -4.8316 -0.630
O 1.3099 0.9783 5.7528 -0.627
F 5.9550 -2.0031 0.6208 -0.315
F 5.5384 -3.9848 2.5587 -0.336
F 3.8197 -4.0171 1.2508 -0.304
F 3.8153 -3.9104 3.5483 -0.317
N -2.1008 -0.3881 -3.7032 -0.404
C -4.1127 0.4508 -4.8730 0.618
C 1.4596 0.6481 4.5719 0.760
C -3.3214 0.3263 -3.6718 0.045
C 5.1973 0.1338 1.3802 -0.253
C 4.2689 0.9052 2.1762 -0.206
C 3.3707 -1.1775 3.0373 -0.219
C -2.2830 1.9007 0.7284 -0.186
C 5.1308 -1.2740 1.4340 0.395
C 3.3319 0.2321 3.0075 0.152
C 4.2642 -1.9171 2.2881 -0.189
C -1.1237 1.1323 0.7145 -0.031
C -1.3557 -0.4134 -2.5557 0.087
C -0.8102 0.4085 -0.3414 -0.123
C -3.7521 1.0542 -2.5412 -0.137
C -3.1292 1.9689 -0.3030 -0.179
C -1.6275 0.3949 -1.4855 -0.132
C -2.8142 1.2057 -1.4712 -0.026
N 2.4755 0.9784 3.7884 -0.642
N -3.7555 0.0638 -6.2371 -0.604
N 0.4105 -0.0529 4.1113 -0.611
C 4.2877 -3.4489 2.3759 0.987
C -4.6983 -0.3529 -7.2470 -0.398
C -0.1480 1.1519 1.9369 -0.439
C -0.0794 -0.1565 2.6460 -0.224
H 5.6815 0.7215 0.5847 0.244
H 4.2435 1.9685 2.0808 0.216
H 2.7276 -1.7482 3.6925 0.245
H -2.5007 2.4477 1.6040 0.214
H -0.4950 -1.0983 -2.2820 0.200
H 0.1615 -0.1684 -0.3476 0.204
H -4.6615 1.6459 -2.5342 0.252
H -4.0854 2.4929 -0.2133 0.227
H 2.6819 2.0299 3.8847 0.426
H -2.8408 -0.4228 -6.2695 0.387
H -0.2402 -0.3493 4.7834 0.414
H -4.2464 -0.4959 -8.2412 0.202
H -5.4290 0.4507 -7.3717 0.223
H -5.0312 -1.2225 -6.8970 0.189
H -0.3845 1.9122 2.6984 0.216
H 0.8464 1.4217 1.6568 0.211
H -1.1592 -0.5700 2.5319 0.221
H 0.5271 -0.7724 1.9732 0.197

---

14
Properties=species:S:1:pos:R:3:nbo_charge:R:1 method="wB97M-V/def2-TZVPD" spin_multiplicity=1 energy_ev=-11760.9110
C -0.8763 -0.0320 0.2708 0.972
N 0.2217 -0.3285 0.9912 -0.473
N 1.5157 -0.1818 0.4040 -0.307
N 2.0004 1.1385 0.3876 -0.652
O -2.0061 -0.5260 0.7888 -0.657
O -0.9133 0.9536 -0.5736 -0.758
O -0.5107 -1.0424 -1.5964 -1.119
H -2.7514 -0.0812 0.3608 0.510
H -0.7672 0.2278 -1.5199 0.529
H -1.1072 -1.6927 -1.9785 0.470
H 0.1498 -1.1095 1.6274 0.401
H 1.4350 -0.5099 -0.5573 0.383
H 2.3161 1.3823 1.3182 0.348
H 1.2935 1.8018 0.0770 0.352

---

105
Properties=species:S:1:pos:R:3:mulliken_charge:R:1 method="wB97M-V/def2-TZVPD" spin_multiplicity=1 charge=+1 energy_ev=-96935.6087
Rb -0.4111 -0.4021 -0.2908 0.783
O -2.7286 -4.1528 -1.2843 -0.691
S -1.6877 -4.3762 -0.3366 1.162
O -1.0860 -3.1427 0.2086 -0.412
O -2.2928 -5.2187 0.8408 -0.336
C -3.6469 -4.7878 1.2477 0.248
C -4.7545 -5.5361 0.4935 -1.178
C -0.3452 -5.3476 -0.9719 -0.871
H -3.8057 -3.7674 0.9713 -0.156
H -3.6199 -4.9362 2.3545 0.357
H -5.6588 -4.9383 0.4486 0.355
H -5.0097 -6.5361 0.8229 0.365
H -4.5720 -5.7273 -0.6098 0.266
H -0.6865 -6.2221 -1.5832 0.416
H 0.2607 -5.6763 -0.0949 0.303
H 0.2702 -4.6660 -1.5917 0.134
O 4.6740 -0.0791 -0.4924 -0.653
S 3.5848 0.8095 -0.6993 0.942
O 2.3136 0.3929 -1.1953 -0.365
O 3.2420 1.5144 0.6732 -0.003
C 3.8352 1.1355 1.9268 0.043
C 3.5244 2.1722 2.9910 -1.173
C 4.0232 2.1532 -1.7573 -1.289
H 4.9030 0.9150 1.7755 0.467
H 3.3606 0.2070 2.2852 -0.044
H 4.1708 2.0214 3.8444 0.400
H 2.4515 2.0082 3.2326 0.250
H 3.6353 3.1408 2.5086 0.257
H 4.8824 2.6678 -1.4271 0.353
H 3.1546 2.7550 -1.9043 0.278
H 4.1724 1.6161 -2.6447 0.535
C 4.8260 -3.0594 -2.1479 -0.930
C 3.2723 -3.1311 -2.0945 0.078
O 2.8738 -3.6598 -0.7526 -0.417
P 2.8126 -2.8545 0.5622 -0.248
O 2.0323 -1.5896 0.5725 0.424
O 2.2169 -3.9681 1.5229 -0.362
C 1.7971 -3.5751 2.8560 -0.350
C 0.2691 -3.4510 2.8725 -0.941
O 4.2752 -2.6148 1.0938 0.305
C 5.1558 -3.7505 1.2273 0.000
C 6.4898 -3.2605 1.7280 -1.318
H 5.1585 -2.1098 -1.6920 0.164
H 5.2666 -3.9290 -1.6197 0.211
H 5.2347 -3.0481 -3.2150 0.394
H 2.8950 -2.0592 -2.2756 0.042
H 2.7947 -3.9079 -2.7712 0.326
H 2.2166 -4.4387 3.4850 0.359
H 2.3558 -2.6374 3.1149 0.263
H -0.1203 -2.6636 2.2452 0.092
H -0.0236 -4.4020 2.5810 0.300
H -0.0708 -3.3608 3.9493 0.433
H 4.7225 -4.4935 1.9775 0.194
H 5.2649 -4.2935 0.3256 0.230
H 7.1447 -4.1587 1.6507 0.390
H 6.8343 -2.4734 1.0471 0.273
H 6.4865 -2.8757 2.7421 0.304
C -1.8542 6.3495 -1.8525 -1.174
C -2.3318 5.5249 -0.6414 -0.171
O -1.7544 4.1918 -0.7874 0.000
P -1.2689 3.5042 0.5117 -0.541
O -0.5443 2.3072 0.1200 0.312
O -0.3622 4.5751 1.2789 -0.351
C 1.0765 4.7941 0.9363 0.260
C 1.4169 5.5888 -0.3380 -1.426
O -2.5510 3.5117 1.4446 -0.234
C -2.5973 3.4939 2.9379 -0.099
C -3.1793 4.6793 3.5420 -1.234
H -2.6133 7.1465 -2.1133 0.344
H -0.8437 6.6959 -1.8062 0.254
H -1.9044 5.6823 -2.7044 0.273
H -2.0434 5.9235 0.3293 0.323
H -3.4306 5.4722 -0.7008 0.310
H 1.3135 5.4224 1.7327 0.425
H 1.6167 3.8212 0.9607 -0.086
H 2.4525 5.6774 -0.3001 0.575
H 1.1153 5.1115 -1.2959 0.175
H 0.9333 6.5203 -0.3482 0.423
H -3.1119 2.5194 3.1648 0.302
H -1.5429 3.4197 3.1988 0.239
H -3.0530 4.6036 4.6265 0.380
H -2.6657 5.5589 3.2206 0.313
H -4.2713 4.7603 3.4898 0.322
C -5.2841 1.4158 -2.4182 -1.228
C -3.8420 1.4945 -1.6221 -1.032
N -2.9944 0.3513 -1.9511 0.821
C -3.6133 -0.9497 -1.7812 -0.798
C -4.1805 -1.1696 -0.3216 -0.888
C -2.3869 0.5533 -3.3285 -0.692
C -1.1973 1.5837 -3.3127 -0.839
H -5.0643 1.1825 -3.4642 0.261
H -5.6587 2.4280 -2.4766 0.485
H -5.9598 0.6725 -1.9280 0.277
H -3.3984 2.3912 -2.0663 0.285
H -3.9394 1.7517 -0.5839 0.590
H -4.5460 -1.1333 -2.4006 0.193
H -2.8901 -1.7722 -1.9485 0.391
H -4.8209 -2.0782 -0.5134 0.168
H -3.5593 -1.3277 0.5353 0.155
H -4.8831 -0.3992 -0.0678 0.531
H -3.1770 0.8493 -4.0851 0.158
H -2.0938 -0.4177 -3.7042 0.522
H -0.6681 1.4766 -2.4176 0.015
H -1.6352 2.5526 -3.2792 0.340
H -0.5427 1.4583 -4.1978 0.411